ORCA calculation (the ωB97M-V functional and the def2-TZVPD basis) on a cluster of 2 separate species, C14H16O in total at a distorted geometry.

Geometry (Å):
C  -0.23  -1.41  2.43
C  -1.49  -0.98  1.72
C  -1.75  -1.19  0.33
C  -2.98  -0.95  -0.22
C  -3.87  -0.03  0.40
O  -4.79  0.59  -0.37
C  -3.48  0.39  1.66
C  -2.40  -0.19  2.37
H  0.01  -0.67  3.18
H  0.57  -1.75  1.79
H  -0.51  -2.32  3.03
H  -0.87  -1.62  -0.12
H  -3.23  -1.35  -1.20
H  -5.10  1.40  0.10
H  -4.14  1.15  2.15
H  -2.36  0.20  3.41
C  4.62  0.50  -1.85
C  3.16  0.68  -1.51
C  2.20  0.50  -2.53
C  0.87  0.40  -2.24
C  0.38  0.79  -0.96
C  1.31  0.85  0.06
C  2.70  0.76  -0.23
H  4.81  0.34  -2.95
H  4.88  -0.47  -1.45
H  5.24  1.32  -1.38
H  2.56  0.29  -3.52
H  0.12  0.02  -2.94
H  -0.64  0.99  -0.81
H  1.03  1.00  1.08
H  3.41  0.75  0.58

Results
HOMO energy, eV: -8.261
M, g/mol: 200.28
LUMO level, Eh: 0.030
E, eV: -16823.81582
SMILES: Cc1ccc(O)cc1.Cc1ccccc1
Frontier orbital gap, eV: 9.070
Energy relative to the best compared isomer or geometry (same formula, charge and spin), kJ/mol: 136.9


ORCA calculation (the ωB97M-V functional and the def2-TZVPD basis) on a cluster of 2 separate species, C14H16O in total at a distorted geometry.

Geometry (Å):
C  1.14  0.65  2.55
C  3.50  -0.64  -0.04
C  3.72  0.54  -0.77
C  2.86  -0.49  1.14
C  2.05  0.64  1.41
C  3.06  1.79  -0.47
C  2.09  1.72  0.52
H  3.55  -1.71  -0.17
H  4.32  0.55  -1.72
H  2.93  -1.30  1.96
H  3.32  2.74  -1.02
H  0.75  1.70  2.67
H  1.78  0.44  3.48
H  1.41  2.54  0.95
H  0.48  -0.15  2.67
C  -4.02  -0.39  0.80
C  -0.95  -0.80  -1.98
C  -1.16  0.36  -1.31
C  -2.09  -1.66  -2.11
C  -2.15  0.70  -0.42
C  -3.14  -1.48  -1.23
C  -3.12  -0.37  -0.36
O  0.14  -0.99  -2.68
H  -0.27  1.17  -1.42
H  0.75  -1.45  -2.07
H  -2.00  -2.25  -2.98
H  -2.22  1.58  0.14
H  -4.03  -2.21  -1.18
H  -4.72  -1.12  0.86
H  -4.45  0.58  0.98
H  -3.53  -0.67  1.80

Results
HOMO energy (alpha / beta), eV: -11.381 / -11.378
M, g/mol: 200.28
LUMO level (alpha / beta), Eh: -0.157 / -0.287
E, eV: -16813.73444
Net charge: +1
Frontier orbital gap (alpha / beta), eV: 7.108 / 3.556
Energy relative to the best compared isomer or geometry (same formula, charge and spin), kJ/mol: 374.1
Multiplicity: 2


ORCA calculation (the ωB97M-V functional and the def2-TZVPD basis) on a cluster of 2 separate species, C14H16O2 in total at a distorted geometry.

Geometry (Å):
C  4.45  2.51  -0.75
C  0.49  1.55  -2.14
C  0.93  1.06  -0.92
C  1.35  2.32  -2.91
C  2.21  1.38  -0.51
C  2.63  2.66  -2.48
C  3.08  2.19  -1.25
O  -0.76  1.19  -2.55
H  -1.05  1.71  -3.30
H  0.35  0.45  -0.24
H  0.95  2.76  -3.82
H  2.61  0.90  0.37
H  3.26  3.29  -3.09
H  5.24  1.88  -1.17
H  4.62  2.45  0.32
H  4.68  3.55  -0.98
C  -3.15  -0.65  3.43
C  -1.62  -2.92  0.20
C  -1.13  -1.60  0.36
C  -2.12  -3.63  1.27
C  -1.82  -0.86  1.36
C  -2.53  -2.90  2.41
C  -2.53  -1.49  2.36
O  -1.21  -3.70  -0.92
H  -1.83  -3.61  -1.64
H  -0.50  -1.21  -0.42
H  -2.22  -4.70  1.26
H  -1.62  0.21  1.39
H  -2.86  -3.44  3.27
H  -4.00  -1.19  3.86
H  -3.49  0.29  3.01
H  -2.43  -0.48  4.25

Results
HOMO energy (alpha / beta), eV: 0.882 / -4.045
M, g/mol: 216.28
LUMO level (alpha / beta), Eh: 0.107 / 0.104
E, eV: -18870.67656
Net charge: -1
Frontier orbital gap (alpha / beta), eV: 2.043 / 6.867
Energy relative to the best compared isomer or geometry (same formula, charge and spin), kJ/mol: 46.3
Multiplicity: 2


ORCA calculation (the ωB97M-V functional and the def2-TZVPD basis) on a cluster of 2 separate species, C14H16O2 in total at a distorted geometry.

Geometry (Å):
C  -2.31  3.32  -0.68
C  -1.33  2.29  -1.19
C  -1.62  1.62  -2.40
C  -0.63  0.91  -3.04
C  0.60  0.70  -2.41
O  1.63  0.08  -3.04
C  0.87  1.24  -1.18
C  -0.09  2.11  -0.63
H  -3.12  3.39  -1.41
H  -1.86  4.25  -0.34
H  -2.82  2.85  0.18
H  -2.65  1.64  -2.73
H  -0.65  0.70  -4.10
H  1.40  -0.32  -3.88
H  1.82  1.21  -0.67
H  0.12  2.56  0.33
C  0.27  0.23  3.09
C  0.55  -1.04  2.34
C  1.69  -1.20  1.56
C  1.86  -2.30  0.73
C  0.86  -3.25  0.65
O  0.93  -4.36  -0.14
C  -0.25  -3.18  1.50
C  -0.40  -2.05  2.29
H  1.13  0.88  3.15
H  0.00  0.01  4.13
H  -0.54  0.77  2.61
H  2.46  -0.44  1.66
H  2.71  -2.35  0.06
H  1.62  -4.28  -0.81
H  -0.94  -4.02  1.48
H  -1.30  -1.98  2.89

Results
HOMO energy, eV: -8.237
M, g/mol: 216.28
LUMO level, Eh: 0.024
E, eV: -18872.06780
SMILES: Cc1ccc(O)cc1.Cc1ccc(O)cc1
Frontier orbital gap, eV: 8.891
Energy relative to the best compared isomer or geometry (same formula, charge and spin), kJ/mol: 54.7


ORCA calculation (the ωB97M-V functional and the def2-TZVPD basis) on a cluster of 2 separate species, C14H16O2 in total at a distorted geometry.

Geometry (Å):
C  -0.46  0.50  -3.55
C  -0.65  -0.44  -2.39
C  0.22  -0.55  -1.32
C  0.11  -1.63  -0.45
C  -0.91  -2.55  -0.58
O  -0.98  -3.53  0.40
C  -1.76  -2.56  -1.68
C  -1.64  -1.41  -2.47
H  -0.76  1.54  -3.39
H  -1.08  0.16  -4.38
H  0.58  0.45  -3.86
H  0.96  0.16  -1.00
H  0.87  -1.89  0.26
H  -1.40  -4.32  0.04
H  -2.44  -3.28  -2.09
H  -2.34  -1.27  -3.30
C  2.35  2.73  0.61
C  1.39  1.88  1.41
C  0.14  2.33  1.76
C  -0.74  1.53  2.49
C  -0.40  0.22  2.75
O  -1.22  -0.68  3.38
C  0.91  -0.21  2.56
C  1.73  0.58  1.77
H  3.38  2.47  0.83
H  2.28  3.78  0.88
H  2.19  2.54  -0.45
H  -0.26  3.31  1.52
H  -1.75  1.88  2.71
H  -2.14  -0.65  3.08
H  1.17  -1.19  2.95
H  2.65  0.10  1.49

Results
HOMO energy, eV: -8.301
M, g/mol: 216.28
LUMO level, Eh: 0.029
E, eV: -18871.75767
SMILES: Cc1ccc(O)cc1.Cc1ccc(O)cc1
Frontier orbital gap, eV: 9.100
Energy relative to the best compared isomer or geometry (same formula, charge and spin), kJ/mol: 84.6


ORCA calculation (the ωB97M-V functional and the def2-TZVPD basis) on a cluster of 2 separate species, C14H16O2 in total at a distorted geometry.

Geometry (Å):
C  0.96  -1.62  2.94
C  0.89  -2.13  1.53
C  -0.12  -1.74  0.67
C  -0.02  -1.90  -0.71
C  0.94  -2.75  -1.19
O  1.16  -2.97  -2.54
C  1.84  -3.37  -0.30
C  1.88  -2.98  1.02
H  1.18  -0.55  2.99
H  1.87  -2.00  3.40
H  0.15  -1.85  3.63
H  -1.00  -1.27  1.09
H  -0.65  -1.31  -1.34
H  0.31  -2.85  -2.93
H  2.39  -4.24  -0.63
H  2.57  -3.42  1.73
C  -3.02  2.88  0.56
C  -1.69  2.68  -0.13
C  -1.35  3.15  -1.38
C  -0.35  2.58  -2.18
C  0.47  1.66  -1.55
O  1.56  1.14  -2.20
C  0.35  1.42  -0.18
C  -0.70  1.95  0.55
H  -3.76  3.08  -0.19
H  -3.02  3.77  1.19
H  -3.21  2.04  1.21
H  -2.12  3.73  -1.87
H  -0.19  2.92  -3.19
H  2.44  1.39  -1.93
H  1.01  0.79  0.32
H  -0.75  1.74  1.61

Results
HOMO energy, eV: -8.389
M, g/mol: 216.28
LUMO level, Eh: 0.029
E, eV: -18871.45952
SMILES: Cc1ccc(O)cc1.Cc1ccc(O)cc1
Frontier orbital gap, eV: 9.189
Energy relative to the best compared isomer or geometry (same formula, charge and spin), kJ/mol: 113.4


ORCA calculation (the ωB97M-V functional and the def2-TZVPD basis) on a structure of composition C14H17AsCl3LiN3OS2SbSe4Si.

Geometry (Å):
Li  0.08  -0.20  -0.73
O  1.59  -1.15  -0.98
N  2.27  -2.24  -1.13
C  2.09  -2.96  -2.27
C  2.83  -4.08  -2.53
C  3.77  -4.52  -1.59
C  3.90  -3.81  -0.42
C  3.15  -2.66  -0.18
S  3.38  -1.73  1.28
H  1.35  -2.54  -2.93
H  2.66  -4.62  -3.45
H  4.34  -5.42  -1.76
H  4.54  -4.15  0.38
N  -6.20  -0.45  3.13
C  -5.23  -0.50  2.51
C  -4.03  -0.51  1.72
C  -3.08  -1.50  1.88
C  -1.94  -1.44  1.08
N  -1.73  -0.48  0.19
C  -2.67  0.46  0.04
C  -3.83  0.49  0.77
H  -3.16  -2.29  2.61
H  -1.18  -2.21  1.20
H  -2.48  1.20  -0.73
H  -4.57  1.27  0.61
Se  1.95  -5.66  1.48
Sb  1.25  -4.27  3.32
Se  2.64  -4.22  5.29
Se  -1.14  -4.11  3.71
Se  1.41  -1.78  2.26
Cl  -0.04  2.75  -3.80
Si  -0.85  0.74  -3.30
Cl  -2.95  1.27  -3.52
Cl  -0.55  -0.19  -5.23
C  1.48  4.81  -1.05
As  0.36  3.80  0.16
C  -1.42  3.97  -0.57
C  0.29  4.88  1.76
S  1.06  1.88  0.55
H  1.13  5.84  -1.13
H  1.43  4.31  -2.02
H  2.50  4.79  -0.67
H  -1.64  5.03  -0.74
H  -2.14  3.55  0.13
H  -1.46  3.44  -1.52
H  -0.04  5.89  1.52
H  1.29  4.90  2.20
H  -0.40  4.41  2.46

Results
HOMO energy, eV: -1.810
M, g/mol: 961.35
LUMO level, Eh: 0.134
E, eV: -417402.30232
Net charge: -2
Frontier orbital gap, eV: 5.456
Energy relative to the best compared isomer or geometry (same formula, charge and spin), kJ/mol: 14.3


ORCA calculation (the ωB97M-V functional and the def2-TZVPD basis) on a structure of composition C14H17Cl2MnN at a distorted geometry.

Geometry (Å):
Mn  0.08  1.03  -0.05
Cl  2.06  0.96  0.84
Cl  -1.65  2.26  0.55
C  0.46  2.32  -1.27
H  -0.34  3.00  -1.57
H  1.46  2.72  -1.22
C  -0.30  -0.17  -1.51
C  0.38  0.93  -2.15
H  -1.40  -0.09  -1.51
C  1.77  0.64  -2.77
H  -0.26  1.24  -3.00
C  1.76  -0.67  -3.56
H  2.04  1.48  -3.43
H  2.50  0.59  -1.95
C  1.37  -1.85  -2.68
H  1.08  -0.59  -4.42
H  2.76  -0.84  -3.99
C  0.16  -1.60  -1.73
H  1.15  -2.73  -3.30
H  2.24  -2.12  -2.06
H  -0.69  -2.16  -2.15
H  0.37  -2.07  -0.76
N  -0.57  -0.23  1.44
C  -0.96  -0.30  2.55
C  -1.47  -0.26  3.88
C  -1.76  -1.44  4.59
C  -2.29  -1.38  5.89
C  -2.52  -0.14  6.49
C  -2.21  1.03  5.81
C  -1.69  0.98  4.52
H  -1.56  -2.41  4.12
H  -2.52  -2.31  6.42
H  -2.93  -0.10  7.51
H  -2.38  2.01  6.29
H  -1.46  1.90  3.97

Results
HOMO energy (alpha / beta), eV: -1.600 / -3.336
M, g/mol: 325.14
LUMO level (alpha / beta), Eh: 0.091 / 0.090
E, eV: -72649.41566
Net charge: -1
Frontier orbital gap (alpha / beta), eV: 4.084 / 5.775
Energy relative to the best compared isomer or geometry (same formula, charge and spin), kJ/mol: 0.0
Multiplicity: 5


ORCA calculation (the ωB97M-V functional and the def2-TZVPD basis) on a structure of composition C14H17Cl2N5O2OsPS2 at a distorted geometry.

Geometry (Å):
Os  2.93  -0.03  -0.02
N  2.62  -0.03  2.58
N  2.66  1.31  2.96
C  2.44  2.28  2.06
N  2.41  3.54  2.43
N  2.30  1.84  0.78
N  2.08  2.67  -0.30
O  1.78  3.83  -0.18
O  2.21  2.05  -1.35
H  1.73  -0.44  2.85
H  3.36  -0.54  3.07
H  2.71  1.55  3.94
H  2.53  3.81  3.40
H  2.23  4.27  1.76
Cl  4.10  -1.84  -0.89
C  5.69  -1.06  -0.61
Cl  5.27  0.48  0.19
H  6.18  -0.87  -1.56
H  6.30  -1.67  0.05
S  -0.81  0.50  1.72
P  -0.96  -0.45  -0.05
S  0.95  -1.03  -0.72
C  -1.77  0.53  -1.32
C  -2.41  -0.14  -2.36
C  -3.17  0.60  -3.26
C  -3.25  1.98  -3.13
C  -2.57  2.64  -2.11
C  -1.81  1.92  -1.20
C  -1.93  -1.95  0.20
C  -1.44  -3.22  -0.08
C  -2.29  -4.30  0.04
C  -3.60  -4.11  0.49
C  -4.08  -2.84  0.77
C  -3.24  -1.74  0.65
H  -2.34  -1.21  -2.47
H  -3.68  0.09  -4.07
H  -3.84  2.55  -3.83
H  -2.65  3.71  -2.00
H  -1.29  2.43  -0.40
H  -0.42  -3.37  -0.41
H  -1.94  -5.30  -0.21
H  -4.25  -4.97  0.63
H  -5.10  -2.69  1.09
H  -3.62  -0.75  0.86

Results
HOMO energy (alpha / beta), eV: -17.254 / -17.222
M, g/mol: 643.57
LUMO level (alpha / beta), Eh: -0.380 / -0.456
E, eV: -84777.91769
Net charge: +3
Frontier orbital gap (alpha / beta), eV: 6.905 / 4.801
Energy relative to the best compared isomer or geometry (same formula, charge and spin), kJ/mol: 42.8
Multiplicity: 5


ORCA calculation (the ωB97M-V functional and the def2-TZVPD basis) on a structure of composition C14H17CuF6N4O5S2.

Geometry (Å):
Cu  -1.19  -1.31  -0.53
C  4.16  4.79  -0.95
C  3.09  3.78  -1.25
C  3.13  3.04  -2.43
C  2.16  2.08  -2.69
C  1.14  1.86  -1.78
C  1.09  2.58  -0.61
C  2.06  3.54  -0.35
S  -0.10  0.61  -2.22
O  1.49  -1.26  -0.33
O  -0.85  1.26  -3.34
N  -1.00  0.57  -0.82
C  -2.27  1.27  -0.86
C  -3.42  0.35  -0.44
O  -4.55  0.78  -0.29
O  -3.10  -0.91  -0.30
H  4.32  5.47  -1.79
H  5.12  4.30  -0.74
H  3.90  5.40  -0.08
H  3.93  3.21  -3.14
H  2.19  1.51  -3.61
H  0.30  2.37  0.10
H  2.02  4.11  0.58
H  -2.49  1.64  -1.86
H  -2.28  2.15  -0.20
N  -4.18  -3.07  -1.74
N  -3.87  -3.61  -0.49
C  -2.59  -3.87  -0.16
N  -2.41  -4.35  1.07
S  -1.24  -3.63  -1.17
H  -4.14  -2.05  -1.67
H  -5.07  -3.41  -2.04
H  -4.44  -3.28  0.28
H  -3.17  -4.37  1.73
H  -1.47  -4.30  1.44
C  0.94  0.22  2.05
C  0.89  -1.29  1.92
O  0.51  -1.72  0.65
C  -0.20  -1.88  2.85
F  -0.12  -3.22  3.00
F  -1.42  -1.62  2.36
F  -0.17  -1.35  4.09
C  2.27  -1.89  2.28
F  2.38  -1.96  3.64
F  3.29  -1.15  1.86
F  2.44  -3.13  1.81
H  -0.06  0.63  1.96
H  1.53  0.57  1.20
H  1.40  0.53  2.99

Results
HOMO energy (alpha / beta), eV: -4.714 / -4.719
M, g/mol: 562.98
LUMO level (alpha / beta), Eh: 0.098 / 0.081
E, eV: -113606.09443
Net charge: -1
Frontier orbital gap (alpha / beta), eV: 7.380 / 6.914
Energy relative to the best compared isomer or geometry (same formula, charge and spin), kJ/mol: 483.3
Multiplicity: 2


ORCA calculation (the ωB97M-V functional and the def2-TZVPD basis) on a structure of composition C14H17F2N2O7S2 at a distorted geometry.

Geometry (Å):
O  3.72  -4.04  1.19
C  3.56  -4.08  0.03
F  3.25  -5.24  -0.57
N  3.73  -3.07  -0.91
C  2.80  -3.07  -1.96
O  2.95  -2.56  -3.01
F  1.67  -3.73  -1.71
S  4.00  -1.45  -0.18
O  5.29  -1.62  0.40
O  3.95  -0.54  -1.28
N  2.90  -1.25  0.93
S  1.72  -0.18  0.61
O  2.14  1.20  0.68
O  0.67  -0.44  1.58
C  0.97  -0.55  -0.97
C  -0.46  0.00  -1.07
C  -1.48  -1.02  -0.63
C  -2.32  -0.73  0.44
C  -3.25  -1.66  0.88
C  -3.35  -2.89  0.25
C  -2.53  -3.19  -0.83
C  -1.61  -2.25  -1.26
H  0.96  -1.64  -1.04
H  1.60  -0.19  -1.78
H  -0.62  0.21  -2.13
H  -0.54  0.92  -0.50
H  -2.23  0.23  0.94
H  -3.91  -1.43  1.70
H  -4.06  -3.63  0.60
H  -2.57  -4.14  -1.34
H  -0.95  -2.45  -2.10
C  -1.76  5.12  0.94
C  -0.49  4.63  1.63
C  -0.68  3.13  1.62
O  -1.46  2.83  0.45
C  -1.97  4.04  -0.11
H  -1.67  6.12  0.51
H  -2.59  5.13  1.65
H  0.39  4.90  1.04
H  -0.35  5.04  2.64
H  -1.25  2.79  2.49
H  0.25  2.57  1.59
H  -1.42  4.26  -1.03
H  -3.03  3.90  -0.36

Results
HOMO energy, eV: -6.466
M, g/mol: 427.43
LUMO level, Eh: 0.103
E, eV: -59213.50250
Net charge: -1
Frontier orbital gap, eV: 9.266


ORCA calculation (the ωB97M-V functional and the def2-TZVPD basis) on a structure of composition C14H17FeNO4 at a distorted geometry.

Geometry (Å):
C  2.36  2.96  -1.17
C  1.70  2.05  -0.16
N  1.06  0.93  -0.65
C  1.74  -0.10  -1.12
C  2.58  -0.10  -2.36
O  1.71  -1.29  -0.62
O  1.70  2.37  1.04
H  3.16  2.40  -1.66
H  1.66  3.35  -1.92
H  2.79  3.81  -0.62
H  2.74  0.90  -2.75
H  3.54  -0.58  -2.12
H  2.08  -0.70  -3.12
C  -1.57  2.58  -0.25
C  -1.68  1.27  0.37
C  -0.83  0.64  1.30
Fe  -0.79  -1.43  0.79
C  1.16  -1.08  1.20
O  2.10  -0.97  1.88
C  -0.99  -0.77  -1.01
O  -1.22  -0.50  -2.11
C  -1.21  -2.53  2.37
C  -0.61  -3.31  1.32
C  -1.41  -3.18  0.14
C  -2.52  -2.30  0.46
C  -2.41  -1.92  1.84
H  -2.24  3.29  0.26
H  -0.55  3.00  -0.20
H  -1.88  2.50  -1.31
H  -2.68  0.82  0.26
H  0.12  1.20  1.41
H  -1.21  0.29  2.28
H  -0.91  -2.52  3.41
H  0.27  -3.95  1.42
H  -1.25  -3.71  -0.78
H  -3.35  -2.07  -0.21
H  -3.15  -1.35  2.40

Results
HOMO energy (alpha / beta), eV: -7.171 / -8.237
M, g/mol: 319.14
LUMO level (alpha / beta), Eh: 0.011 / -0.027
E, eV: -58854.07453
Frontier orbital gap (alpha / beta), eV: 7.482 / 7.512
Energy relative to the best compared isomer or geometry (same formula, charge and spin), kJ/mol: 140.2
Multiplicity: 5